(1)
Entry from the Open Molecules 2025 dataset: 2 unconnected molecules or ions with the total composition CH2INO3S in a non-equilibrium geometry (the ωB97M-V functional and the def2-TZVPD basis).

Positions of all 9 atoms, in Å:
C  0.356  0.078  0.330
N  1.992  -3.082  -0.976
O  1.394  -4.078  -1.225
O  1.725  -2.230  -0.106
O  1.270  -0.866  2.627
S  0.385  -1.286  1.573
I  2.323  0.815  -0.088
H  -0.233  0.913  0.700
H  -0.073  -0.315  -0.588

Calculated values
calculated total energy	-27632.4689	eV
multiplicity	1
highest occupied orbital energy (alpha / beta)	-8.75 / -9.71	eV
energy above the lowest of the compared OMol25 structures with the same formula, charge and spin	3.234	eV
gap between HOMO and LUMO (alpha / beta)	6.422 / 8.403	eV
charge	0

Atom charges from the Löwdin analysis, given in e for atoms 1 to 2: -0.850, -0.145


(2)
Entry from the Open Molecules 2025 dataset: a molecular structure, C7H14Si in a non-equilibrium geometry (the ωB97M-V functional and the def2-TZVPD basis).

Positions of all 22 atoms, in Å:
C  2.901  -1.282  0.594
C  0.172  -1.447  2.094
C  1.813  -1.000  -0.157
C  0.549  -0.685  0.317
C  -2.542  -0.323  -0.034
C  -0.199  0.583  -2.134
C  -0.562  2.350  0.361
Si  -0.808  0.499  -0.258
H  3.760  -1.545  0.160
H  2.613  -1.248  1.646
H  -0.734  -1.106  2.438
H  0.665  -2.276  2.476
H  2.040  -1.005  -1.251
H  -3.244  0.523  0.130
H  -2.853  -0.660  -1.092
H  -2.527  -1.159  0.684
H  -0.782  0.784  -3.015
H  0.603  1.270  -2.334
H  0.306  -0.473  -2.292
H  -0.011  3.041  -0.329
H  -1.397  2.894  0.886
H  0.234  2.265  1.110

Calculated values
calculated total energy	-15357.9549	eV
multiplicity	1
highest occupied orbital energy (alpha / beta)	-7.95 / -8.63	eV
energy above the lowest of the compared OMol25 structures with the same formula, charge and spin	4.189	eV
gap between HOMO and LUMO (alpha / beta)	8.071 / 8.217	eV
charge	0

Atom charges from the Löwdin analysis, given in e for atoms 1 to 2: 0.033, 0.136